Version A
Molecular formula: C2H4FNO2
Method: DFT, ωB97M-V/def2-TZVPD

Last column: Mulliken charge in e.
Positions of all 10 atoms, in Å:
N1 -1.1260 0.0683 -0.3884  -0.589
C1 -0.0354 0.5428 0.3808  0.206
F1 0.2036 1.8991 -0.0386  -0.324
C2 1.1458 -0.3725 0.0706  0.503
O1 2.2493 -0.0097 -0.1373  -0.478
O2 0.7800 -1.6871 0.0290  -0.450
H1 -0.8169 0.1803 -1.3080  0.203
H2 -1.9497 0.5550 -0.1921  0.219
H3 -0.2651 0.5347 1.3926  0.335
H4 -0.1857 -1.7110 0.1913  0.375

Kohn-Sham gap   11.48 eV
SMILES   N[C@H](F)C(=O)O



Version B
Molecular formula: C2H4FNO2
Method: DFT, ωB97M-V/def2-TZVPD

Last column: Mulliken charge in e.
Positions of all 10 atoms, in Å:
C1 -0.4170 2.0848 -1.9219  0.659
C2 0.7419 -1.5036 0.3157  -0.469
N1 -0.3147 -0.7487 1.2094  -0.398
O1 -0.4190 2.4376 -3.0124  -0.341
O2 -0.6027 1.7094 -0.8531  -0.325
F1 1.0464 -0.4008 -0.5755  -0.231
H1 1.6620 -1.7439 1.0082  0.058
H2 -1.1277 -0.5088 0.5493  0.318
H3 -0.7160 -1.4960 1.7078  0.385
H4 0.1468 0.1701 1.5722  0.343

Kohn-Sham gap   7.33 eV



Version C
Molecular formula: C2H4FNO2
Method: DFT, ωB97M-V/def2-TZVPD

Last column: Mulliken charge in e.
Positions of all 10 atoms, in Å:
C1 -0.2523 -0.3460 -0.7415  -0.761
C2 1.1602 0.2795 0.5833  -0.236
N1 -1.4387 0.0290 -0.0995  0.831
O1 -1.9200 1.1157 -0.3647  -0.529
O2 -1.7869 -0.7692 0.8028  -0.518
F1 2.3283 -0.1875 0.0278  -0.226
H1 0.0112 -1.3880 -0.4927  0.434
H2 0.0659 0.2192 -1.6640  0.370
H3 0.6575 -0.3568 1.4119  0.336
H4 1.1749 1.4042 0.5365  0.299

Kohn-Sham gap   10.15 eV



Most stable structure: version A



Version A
Molecular formula: C24H76N6O11
Method: DFT, ωB97M-V/def2-TZVPD

Last column: Mulliken charge in e.
Positions of all 117 atoms, in Å:
C1 -15.3231 -13.1557 21.4439  -0.248
O1 -16.0182 -13.8382 20.4267  -0.117
C2 -16.7468 -14.9184 20.9933  0.251
C3 -17.5052 -15.5319 19.8159  0.881
C4 -18.3083 -16.7313 20.2489  -1.473
N1 -16.5633 -15.9325 18.7729  -0.677
H1 -15.9647 -12.8799 22.2845  0.007
H2 -14.9021 -12.2462 21.0223  0.297
H3 -14.5232 -13.8167 21.7949  -0.031
H4 -16.0975 -15.6497 21.4995  -0.235
H5 -17.3903 -14.5217 21.7929  -0.056
H6 -18.0946 -14.7336 19.3593  -0.147
H7 -18.9096 -17.2578 19.5102  0.335
H8 -18.9750 -16.5049 21.0846  0.423
H9 -17.5901 -17.4724 20.6251  0.186
H10 -16.1072 -16.7806 19.1052  0.072
H11 -15.8289 -15.2589 18.5811  0.389
C5 -11.4109 -13.8925 22.3032  -0.301
O2 -10.3529 -14.2947 23.1067  -0.189
C6 -9.1799 -13.5500 22.8725  -0.823
C7 -8.1324 -13.9339 23.9078  0.512
C8 -6.9005 -13.0995 23.7046  -1.521
N2 -7.8180 -15.3632 23.9016  -0.726
H12 -11.9056 -12.9942 22.6976  0.296
H13 -12.1396 -14.6999 22.2249  -0.319
H14 -11.1118 -13.6503 21.2721  0.363
H15 -8.8347 -13.7509 21.8482  0.383
H16 -9.3944 -12.4781 23.0075  0.359
H17 -8.6087 -13.7646 24.8786  0.267
H18 -7.0347 -12.0313 23.9025  0.388
H19 -6.5577 -13.1355 22.6657  0.350
H20 -6.1011 -13.4012 24.3820  0.393
H21 -8.6841 -15.8782 23.6990  0.260
H22 -7.3316 -15.5990 23.0222  0.289
C9 -19.8259 -20.7265 21.1957  -0.783
O3 -18.5169 -20.6071 20.7362  -0.275
C10 -18.5217 -20.7835 19.3144  -0.788
C11 -17.1229 -20.8631 18.7872  1.289
C12 -17.0243 -21.0557 17.2773  -1.644
N3 -16.4816 -22.0895 19.3751  -0.860
H23 -20.3307 -21.6063 20.7889  0.330
H24 -20.4224 -19.8337 20.9724  0.290
H25 -19.7701 -20.8178 22.2797  0.267
H26 -19.0708 -21.6979 19.0633  0.502
H27 -19.0484 -19.9064 18.9087  0.316
H28 -16.4402 -20.0314 19.0123  -0.291
H29 -17.4715 -20.2020 16.7588  0.347
H30 -17.5108 -21.9828 16.9681  0.388
H31 -15.9859 -21.1452 16.9571  0.368
H32 -16.5572 -22.0241 20.4006  0.295
H33 -15.4652 -21.9487 19.3206  0.286
C13 -20.5799 -13.3391 24.2641  -0.702
O4 -19.5640 -13.2936 25.2474  -0.445
C14 -18.2957 -13.5330 24.6909  -0.350
C15 -17.3092 -13.5438 25.8392  0.360
C16 -15.9456 -14.0752 25.3879  -1.321
N4 -17.7931 -14.3075 26.9996  -0.781
H34 -21.5419 -13.1332 24.7289  0.359
H35 -20.6124 -14.3123 23.7674  0.292
H36 -20.4043 -12.5297 23.5518  0.238
H37 -18.3160 -14.4851 24.1377  0.119
H38 -18.0888 -12.7540 23.9416  0.377
H39 -17.0981 -12.5266 26.1853  0.279
H40 -16.1081 -15.1403 25.1794  0.203
H41 -15.2624 -14.0464 26.2365  0.475
H42 -15.5415 -13.5575 24.5238  0.248
H43 -17.7777 -15.3026 26.7748  0.259
H44 -18.7794 -14.0545 27.0765  0.358
C17 -20.9455 -11.9761 20.8536  -0.556
O5 -21.7546 -13.0051 20.3524  -0.373
C18 -21.4792 -13.3965 19.0067  -0.351
C19 -22.0949 -12.4810 17.9720  0.572
C20 -23.5563 -12.1943 18.2318  -1.368
N5 -21.9561 -13.1155 16.6012  -0.754
H45 -19.8890 -12.2670 20.9879  0.129
H46 -21.3211 -11.6302 21.8176  0.306
H47 -20.8986 -11.0464 20.2578  0.302
H48 -20.3950 -13.4549 18.8768  -0.076
H49 -21.8768 -14.4146 18.9410  0.409
H50 -21.4675 -11.5751 17.9656  0.225
H51 -24.0402 -11.6924 17.4011  0.426
H52 -23.6390 -11.5832 19.1363  0.293
H53 -24.0538 -13.1235 18.5153  0.331
H54 -22.5154 -12.5435 15.9747  0.249
H55 -20.9906 -12.9380 16.3138  0.272
C21 -13.7183 -17.0154 25.0543  -0.778
O6 -13.9023 -16.8325 23.6476  -0.030
C22 -12.9673 -17.5843 22.8989  -1.134
C23 -13.4400 -17.6380 21.4707  1.534
C24 -14.7779 -18.3503 21.3578  -0.987
N6 -12.4237 -18.2143 20.5990  -0.739
H56 -14.1955 -17.9768 25.2920  0.341
H57 -14.2660 -16.2338 25.5681  0.114
H58 -12.6613 -16.9886 25.3339  0.333
H59 -12.0419 -16.9922 22.9590  0.267
H60 -12.7910 -18.5739 23.3400  0.613
H61 -13.5926 -16.5924 21.1845  -0.496
H62 -15.4859 -18.0395 22.1350  0.319
H63 -14.8034 -19.4426 21.3818  0.465
H64 -15.2943 -18.0498 20.4390  -0.409
H65 -12.9057 -18.4971 19.7463  0.313
H66 -12.1209 -19.1034 20.9993  0.330
O7 -15.9860 -9.6598 22.0071  -0.625
H67 -15.1068 -9.2972 22.1761  0.314
H68 -16.2033 -9.3590 21.1157  0.314
O8 -17.1651 -11.9887 18.7554  -0.753
H69 -16.7547 -12.7778 19.2076  0.457
H70 -16.7529 -11.2251 19.1755  0.276
O9 -14.0163 -15.0162 17.7033  -0.663
H71 -13.1790 -15.2221 18.1448  0.276
H72 -14.0241 -15.5772 16.9125  0.294
O10 -18.5107 -16.8968 16.7120  -0.673
H73 -19.1320 -16.1715 16.5693  0.280
H74 -17.8035 -16.5196 17.2861  0.448
O11 -14.8680 -12.3938 16.7899  -0.681
H75 -14.3898 -13.1839 17.1120  0.383
H76 -15.6456 -12.3056 17.3677  0.418

Kohn-Sham gap   9.42 eV
SMILES   COC[C@H](C)N.COC[C@H](C)N.COC[C@H](C)N.COC[C@H](C)N.COC[C@H](C)N.COC[C@H](C)N.O.O.O.O.O



Version B
Molecular formula: C24H76N6O11
Method: DFT, ωB97M-V/def2-TZVPD

Last column: Mulliken charge in e.
Positions of all 117 atoms, in Å:
C1 -8.2934 32.7476 -26.1386  -0.884
O1 -7.5370 33.8827 -26.4207  -0.313
C2 -8.0423 34.6312 -27.5047  -0.691
C3 -7.1526 35.8016 -27.9388  0.403
C4 -7.8818 36.5441 -29.0514  -1.678
N1 -5.7528 35.4966 -28.3404  -0.604
H1 -9.3541 32.9885 -26.0263  0.379
H2 -7.9804 32.4125 -25.1435  0.285
H3 -8.1216 31.8770 -26.7752  0.280
H4 -8.1903 33.9913 -28.3915  0.212
H5 -9.0185 35.0457 -27.2117  0.384
H6 -7.0606 36.4114 -27.0258  0.422
H7 -8.4056 35.8678 -29.7264  0.348
H8 -7.2181 37.2259 -29.5744  0.394
H9 -8.6495 37.1708 -28.5862  0.437
H10 -5.8705 34.7092 -28.9978  0.076
H11 -5.1687 35.0575 -27.6069  0.491
C5 -5.7130 28.0671 -31.3468  0.269
O2 -6.7118 28.8819 -31.9385  0.141
C6 -7.2726 28.3202 -33.0915  -0.883
C7 -8.5609 29.0457 -33.4217  1.228
C8 -9.6480 28.8751 -32.3700  -1.385
N2 -9.0949 28.5618 -34.7139  -0.764
H12 -5.1276 28.7594 -30.7476  -0.466
H13 -5.1414 27.4470 -32.0437  0.443
H14 -6.1643 27.3492 -30.6536  -0.358
H15 -6.6197 28.3621 -33.9820  0.215
H16 -7.4577 27.2414 -32.9493  0.384
H17 -8.3014 30.1129 -33.5143  -0.278
H18 -9.8151 27.8173 -32.1732  0.316
H19 -10.5431 29.3868 -32.7280  0.405
H20 -9.3529 29.3564 -31.4355  0.241
H21 -9.7307 29.2933 -35.0345  0.293
H22 -8.4068 28.5704 -35.4671  0.270
C9 -6.6832 33.1006 -34.5665  -0.398
O3 -6.1977 34.4288 -34.5631  -0.424
C10 -5.6489 34.7846 -33.3178  0.274
C11 -4.7579 36.0028 -33.4588  0.090
C12 -3.7483 35.8885 -34.5932  -1.424
N3 -4.0497 36.3126 -32.1716  -0.650
H23 -5.9400 32.3831 -34.2227  -0.101
H24 -7.0043 32.8793 -35.5832  0.425
H25 -7.5872 33.0247 -33.9447  0.342
H26 -6.4505 35.0278 -32.6060  0.405
H27 -5.0650 33.9811 -32.8410  -0.415
H28 -5.3797 36.8856 -33.6547  0.399
H29 -4.3206 35.6205 -35.4819  0.331
H30 -3.0135 35.1011 -34.4237  0.184
H31 -3.2860 36.8634 -34.7446  0.522
H32 -3.5012 37.1323 -32.4131  0.267
H33 -4.7597 36.5857 -31.4930  0.116
C13 -1.9590 31.4872 -22.8852  -0.774
O4 -3.2082 31.7283 -23.5132  -0.329
C14 -3.1837 32.8088 -24.4362  -0.704
C15 -4.4530 32.7816 -25.2492  0.392
C16 -4.5661 31.6109 -26.2159  -1.163
N4 -4.7086 34.0839 -25.9047  -0.638
H34 -2.1974 31.0792 -21.8951  0.262
H35 -1.4639 32.4313 -22.6058  0.327
H36 -1.3093 30.8143 -23.4466  0.268
H37 -3.0784 33.7389 -23.8587  0.397
H38 -2.3127 32.6962 -25.1027  0.353
H39 -5.2271 32.6488 -24.4702  0.182
H40 -4.8664 30.7500 -25.6068  0.415
H41 -3.6020 31.3416 -26.6485  0.160
H42 -5.3628 31.7275 -26.9499  0.284
H43 -4.6022 34.8283 -25.2177  0.205
H44 -5.6981 34.0811 -26.1544  0.423
C17 -4.3215 31.0510 -33.0809  -0.641
O5 -3.9368 30.5686 -34.3540  -0.292
C18 -2.6683 30.9775 -34.7895  -0.900
C19 -2.6017 32.4721 -35.1221  1.746
C20 -3.5845 32.9103 -36.1896  -1.178
N5 -1.2230 32.7865 -35.5813  -0.805
H45 -5.3974 31.0308 -32.9499  -0.012
H46 -3.8698 32.0023 -32.7918  0.181
H47 -3.9220 30.3226 -32.3615  0.297
H48 -1.8674 30.7315 -34.0704  0.263
H49 -2.4921 30.4497 -35.7300  0.295
H50 -2.7970 33.0237 -34.1883  -0.470
H51 -4.6283 32.9440 -35.8618  0.139
H52 -3.5715 32.3035 -37.0942  0.335
H53 -3.3568 33.9571 -36.4184  0.329
H54 -1.1062 33.7777 -35.7529  0.324
H55 -0.6292 32.5514 -34.7862  0.253
C21 -3.8666 28.0038 -28.0206  -0.670
O6 -4.6980 27.0148 -28.5761  -0.109
C22 -4.9122 25.9431 -27.6961  -0.834
C23 -5.7116 24.8800 -28.3689  0.535
C24 -7.1402 25.3602 -28.6951  -1.081
N6 -5.8340 23.7548 -27.4015  -0.796
H56 -4.3260 28.4313 -27.1220  0.334
H57 -3.7905 28.8388 -28.7146  0.013
H58 -2.8867 27.5502 -27.8580  0.344
H59 -3.9324 25.5069 -27.4472  0.301
H60 -5.3270 26.3393 -26.7610  0.345
H61 -5.3014 24.4782 -29.2938  0.300
H62 -7.7930 24.5383 -29.0013  0.381
H63 -7.2634 26.1171 -29.4750  0.003
H64 -7.5842 25.7836 -27.7863  0.245
H65 -6.3033 24.1367 -26.5759  0.305
H66 -6.5616 23.1276 -27.7376  0.286
O7 -2.1785 31.3421 -28.6733  -0.600
H67 -2.3851 32.2189 -28.3208  0.279
H68 -1.5631 31.4993 -29.4463  0.277
O8 -0.9904 32.0078 -31.0066  -0.715
H69 -0.4599 31.7127 -31.7538  0.333
H70 -1.7360 32.5040 -31.4074  0.412
O9 -4.6524 31.5443 -29.9688  0.250
H71 -3.9170 31.2828 -29.3669  0.069
H72 -4.4197 32.4362 -30.2762  -0.055
O10 -2.9409 33.8728 -31.3786  -0.494
H73 -3.2925 34.7864 -31.5920  0.203
H74 -2.5639 33.9721 -30.4923  0.321
O11 -7.2748 31.0659 -29.3074  -0.576
H75 -6.3225 31.0108 -29.5852  0.282
H76 -7.6016 31.8619 -29.7363  0.229

Kohn-Sham gap   9.41 eV
SMILES   COC[C@H](C)N.COC[C@H](C)N.COC[C@H](C)N.COC[C@H](C)N.COC[C@H](C)N.COC[C@H](C)N.O.O.O.O.O



Most stable structure: version B



Version A
Molecular formula: C3H9NO4
Method: DFT, ωB97M-V/def2-TZVPD

Last column: Mulliken charge in e.
Positions of all 17 atoms, in Å:
C1 -2.2679 -0.0615 -0.4001  -0.893
N1 -0.8479 -0.2646 -0.6326  -0.447
C2 -0.0099 0.0876 0.4894  0.025
O1 0.0351 -0.9426 1.4397  -0.508
C3 1.4357 0.2559 -0.0262  0.498
O2 2.3120 0.5348 1.0046  -0.573
O3 1.8526 -0.9103 -0.6654  -0.514
O4 1.4329 1.3303 -0.8983  -0.538
H1 -2.5083 0.9653 -0.0932  0.337
H2 -2.8038 -0.2933 -1.3173  0.334
H3 -2.6125 -0.7453 0.3772  0.253
H4 -0.5517 0.2902 -1.4303  0.246
H5 -0.3147 1.0389 0.9726  0.338
H6 -0.8640 -1.2433 1.6095  0.347
H7 2.2810 -0.2018 1.6276  0.357
H8 1.0777 -1.3968 -0.9741  0.378
H9 2.3535 1.5565 -1.0829  0.360

Kohn-Sham gap   10.50 eV
SMILES   CN[C@@H](O)C(O)(O)O



Version B
Molecular formula: C3H9NO4
Method: DFT, ωB97M-V/def2-TZVPD

Last column: Mulliken charge in e.
Positions of all 17 atoms, in Å:
N1 1.4591 -1.2141 -0.3061  -0.498
C1 1.4841 -0.0949 0.4931  0.662
O1 0.3654 0.0811 1.6197  -0.633
O2 1.2516 1.0320 -0.2374  -0.484
O3 2.6299 -0.0829 1.2473  -0.528
H1 0.6836 -1.2632 -0.9565  0.281
H2 1.6970 -2.0706 0.1668  0.239
H3 0.2491 -0.7195 2.1484  0.252
H4 0.8512 1.6712 0.3689  0.367
H5 2.4814 0.6165 1.9170  0.372
C2 -2.2660 0.2861 -0.4046  -0.826
C3 -1.4053 0.2893 -1.6253  0.253
O4 -0.8655 -0.6850 -2.0861  -0.568
H6 -3.0640 1.0199 -0.4812  0.338
H7 -2.6671 -0.7083 -0.2188  0.267
H8 -1.6352 0.5619 0.4454  0.183
H9 -1.2494 1.2806 -2.0905  0.323

Kohn-Sham gap   10.55 eV
SMILES   NC(O)(O)O.CC=O



Version C
Molecular formula: C3H9NO4
Method: DFT, ωB97M-V/def2-TZVPD

Last column: Mulliken charge in e.
Positions of all 17 atoms, in Å:
C1 -1.0590 1.6314 -1.9022  -1.258
C2 -0.6458 0.4817 -1.0284  0.947
C3 -1.5907 0.1595 0.0899  -1.122
O1 0.3883 -0.1249 -1.2067  -0.644
H1 -1.8586 1.2948 -2.5601  0.313
H2 -1.4392 2.4493 -1.2995  0.351
H3 -0.2265 1.9679 -2.5138  0.360
H4 -2.6206 0.3620 -0.1910  0.407
H5 -1.3294 0.7956 0.9356  0.275
H6 -1.4763 -0.8725 0.4126  0.316
O2 1.3269 0.0922 1.6262  -0.306
N1 1.4382 -1.2496 1.8584  0.041
O3 0.7048 -1.9598 0.9400  -0.306
O4 2.8121 -1.5792 1.6672  -0.413
H7 1.6836 0.3173 0.7431  0.312
H8 0.8394 -1.6122 0.0287  0.362
H9 3.0527 -2.1534 2.4002  0.366

Kohn-Sham gap   10.55 eV
SMILES   CC(C)=O.ON(O)O



Most stable structure: version A